Record 1
Density functional theory data (ωB97M-V with the def2-TZVPD basis set) for a structure of composition C6H12O.

Geometry as ORCA input:
```
! RIJCOSX wB97M-V def2-TZVPD def2/J DEFGRID3
* xyz 0 1
C -0.797 -1.765 -0.553
C -0.692 -0.285 -0.644
C -1.215 0.449 0.534
C -0.347 2.055 1.100
O 0.456 1.229 0.381
C 0.683 0.318 -0.548
C 1.841 -0.410 -0.044
H -1.831 -2.109 -0.612
H -0.231 -2.233 -1.360
H -0.399 -2.141 0.392
H -1.165 0.065 -1.565
H -1.329 -0.144 1.442
H -2.178 0.940 0.412
H 0.281 2.235 1.961
H -0.482 2.797 0.308
H 0.905 0.882 -1.452
H 1.641 -0.993 0.855
H 2.163 -1.101 -0.820
H 2.696 0.214 0.212
*
```

Output
- Largest force on an atom: 10.68 eV Å⁻¹
- HOMO: -0.2599 hartree
- E_tot: -8457.26275 eV

***

Record 2
Density functional theory data (ωB97M-V with the def2-TZVPD basis set) for a structure of composition C6H13N3.

Geometry as ORCA input:
```
! RIJCOSX wB97M-V def2-TZVPD def2/J DEFGRID3
* xyz 0 1
C -1.401 1.230 -0.821
C 0.055 1.105 -0.294
C 0.044 -0.263 0.270
C 0.405 2.209 0.702
C 2.435 -1.085 -0.440
C 0.860 -1.309 -0.439
N -2.211 0.302 -0.550
N -1.712 -0.774 -0.133
N -2.402 -1.532 0.766
H -1.796 2.195 -1.344
H 0.758 1.280 -1.154
H 0.135 -0.242 1.393
H -0.178 1.969 1.565
H -0.049 3.110 0.182
H 1.398 2.223 0.996
H 2.748 -0.148 -0.819
H 2.903 -1.856 -0.887
H 2.749 -1.151 0.616
H 0.641 -2.161 0.157
H 0.508 -1.712 -1.387
H -3.179 -1.041 1.385
H -2.709 -2.350 0.236
*
```

Output
- Largest force on an atom: 5.59 eV Å⁻¹
- HOMO: -0.2846 hartree
- E_tot: -10899.06815 eV

***

Record 3
Density functional theory data (ωB97M-V with the def2-TZVPD basis set) for a cluster of 2 separate species, C6H15N2 in total.

Geometry as ORCA input:
```
! RIJCOSX wB97M-V def2-TZVPD def2/J DEFGRID3
* xyz 1 1
C -0.685 0.896 0.353
C -1.332 -1.618 0.393
C -2.834 0.384 0.114
C 2.815 -1.146 -0.616
C -1.461 -0.226 -0.310
C 2.101 0.096 -0.214
N -0.561 1.996 -0.307
N 2.121 0.638 0.988
H -1.444 -1.484 1.459
H -2.037 -2.251 -0.120
H -0.277 -2.124 0.179
H -3.548 -0.279 0.620
H -3.311 0.943 -0.682
H -2.650 1.075 0.930
H 2.583 -2.118 -0.166
H 3.988 -1.008 -0.523
H 2.707 -1.276 -1.699
H -1.254 -0.219 -1.312
H 1.546 0.756 -0.861
H -0.592 2.368 -1.300
H -0.182 2.807 0.227
H 2.750 0.265 1.665
H 1.557 1.525 1.185
*
```

Output
- Largest force on an atom: 4.55 eV Å⁻¹
- HOMO: -0.4285 hartree
- E_tot: -9435.32297 eV